Molecular formula: C34H74N5O9
Method: DFT, wB97M-V/def2-TZVPD

Output
E_HOMO (alpha / beta) (eV): -2.60 / -5.59
Frontier orbital gap (alpha / beta) (eV): 2.60 / 5.57
2S+1: 2
Total energy (Eh): -2290.361837
⟨S²⟩: 0.75
Largest force on an atom (eV/Å): 6.5
Lowest unoccupied orbital energy (alpha / beta) (eV): 0.0024 / -0.0271

Geometry (Å):
O  1.104  -0.416  -1.492
O  2.006  0.487  0.262
O  1.982  -4.551  -3.475
O  1.760  -0.370  4.387
O  1.165  -3.191  -1.698
O  -0.098  -0.014  0.210
O  1.815  -2.557  -3.788
O  3.478  -1.678  4.579
O  3.197  -0.476  2.673
N  -1.100  3.859  -2.024
N  -2.636  -2.173  -2.428
N  5.168  -0.667  -1.022
N  1.045  0.021  -0.307
N  -3.002  -1.109  4.820
C  -1.790  -0.696  3.862
C  -2.194  0.319  6.711
C  -2.033  4.939  -2.503
C  -3.374  0.027  5.797
C  -1.888  -3.746  -4.235
C  -2.444  1.710  7.451
C  6.429  -0.499  1.399
C  2.799  -0.865  3.936
C  -3.356  4.554  -1.883
C  6.614  -0.048  -2.917
C  -1.174  2.527  -2.880
C  4.312  0.157  -2.000
C  2.792  4.045  -1.569
C  -1.673  -1.461  -3.445
C  1.684  -3.416  -2.945
C  -5.111  -2.293  -1.600
C  -4.153  -1.436  3.842
C  -2.477  -2.365  5.637
C  -1.729  -2.318  -4.712
C  -3.039  3.957  -0.548
C  4.253  -1.813  -0.364
C  -6.482  -1.654  -1.751
C  5.731  0.163  0.186
C  6.268  -1.231  -1.956
C  -2.238  -3.671  -2.721
C  -4.115  -1.872  -2.710
C  0.345  4.298  -2.172
C  -3.495  -1.869  2.510
C  7.120  0.500  2.404
C  5.385  0.896  -2.885
C  -1.547  3.674  -0.579
C  -2.199  -1.707  -0.988
C  1.435  3.295  -1.640
C  -2.350  -0.870  2.458
H  3.697  -2.402  -1.094
H  -6.572  -0.688  -1.255
H  5.907  -2.052  -2.576
H  -2.810  -2.105  -0.178
H  -0.684  -1.572  -3.001
H  -2.108  -0.463  7.467
H  -1.917  4.831  -3.582
H  5.019  1.097  -3.892
H  3.021  4.342  -2.592
H  -1.538  -1.127  1.778
H  5.706  -1.068  1.983
H  -1.170  -2.009  -0.791
H  -1.575  -2.135  6.204
H  -2.573  -1.927  -5.280
H  3.705  0.937  -1.541
H  -2.635  2.522  6.750
H  -0.925  -1.338  4.025
H  1.218  2.992  -0.616
H  0.445  5.239  -1.632
H  -7.285  -2.207  -1.263
H  2.898  4.942  -0.959
H  -0.879  2.727  -3.910
H  -4.731  -0.518  3.739
H  0.991  -2.248  -1.664
H  4.858  0.687  0.574
H  -3.035  4.675  0.272
H  -6.717  -1.572  -2.812
H  7.775  -0.023  3.101
H  3.562  -0.465  -2.488
H  1.527  2.339  -2.157
H  2.538  0.143  2.351
H  -2.617  -4.376  -4.744
H  -2.206  -0.617  -1.006
H  6.953  -1.719  -1.263
H  -0.916  -4.240  -4.250
H  -3.666  0.883  5.188
H  -0.663  1.640  -2.507
H  -1.322  2.672  -0.212
H  5.630  1.890  -2.513
H  7.554  0.458  -2.694
H  3.576  3.373  -1.219
H  -1.039  4.383  0.075
H  -3.190  -2.695  6.393
H  -4.771  -2.025  -0.600
H  -4.034  5.408  -1.884
H  -4.762  -2.179  4.356
H  -4.221  -0.329  6.383
H  7.767  1.203  1.879
H  -3.036  -2.847  2.646
H  -1.394  -3.857  -2.057
H  -1.577  0.330  4.162
H  -3.096  -4.270  -2.419
H  6.375  1.088  2.939
H  -3.291  1.779  8.133
H  -1.636  5.886  -2.138
H  7.157  -1.215  1.019
H  -5.068  -3.382  -1.604
H  -3.755  3.743  -2.492
H  -1.533  1.922  8.011
H  -2.228  2.251  -2.912
H  0.467  4.728  -3.166
H  -2.238  -3.137  4.905
H  5.050  -2.331  0.169
H  -2.710  0.097  2.107
H  -4.052  -1.673  1.593
H  6.351  0.897  -0.329
H  3.616  -1.198  0.271
H  -1.202  0.350  6.260
H  -1.968  -0.414  -3.521
H  -3.643  3.177  -0.085
H  -0.864  -2.091  -5.334
H  -4.330  -2.340  -3.671
H  -4.176  -0.786  -2.776
H  6.806  -0.385  -3.935

Forces on atoms 1 to 6 (eV/Å):
0.94 0.26 -0.13
1.18 0.61 0.53
-0.93 -1.52 4.23
-2.04 1.41 -0.54
0.10 -1.12 0.10
0.41 0.38 0.82

Löwdin atomic charge list, values in e, 99 entries: -0.0723 -0.0055 -0.1218 -0.0805 0.0287 -0.0585 -0.0526 -0.0555 0.0101 -0.2340 -0.1986 -0.2113 -0.5560 -0.2098 -0.0471 -0.2147 -0.1248 -0.1369 -0.1225 -0.0760 -0.2063 -0.8781 -0.2042 -0.1456 0.0221 -0.0892 -0.0903 -0.0829 -0.8760 -0.2417 -0.1018 0.0394 -0.1553 -0.2389 0.0973 -0.1286 -0.0941 -0.0672 -0.0469 -0.1267 -0.1387 -0.1453 -0.0719 -0.1409 -0.1235 0.0180 -0.1940 -0.1969 0.0980 0.0487 0.1341 0.0631 0.1020 0.1010 0.1261 0.1087 0.0732 0.0967 0.0962 0.0786 0.0961 0.1003 0.0886 0.0663 0.1259 0.1018 0.1186 0.0706 0.0767 0.0980 0.1092 0.0152 0.1216 0.1002 0.0730 0.0728 0.1208 0.0961 0.0530 0.1127 0.0748 0.1190 0.1180 0.1223 0.0835 0.1169 0.0954 0.1021 0.0598 0.1299 0.0985 0.0677 0.1199 0.1233 0.1340 0.0604 0.1185 0.1181 0.1205


Molecular formula: C34H77FN3O15P4
Method: DFT, wB97M-V/def2-TZVPD

Output
E_HOMO (eV): -11.49
Frontier orbital gap (eV): 9.33
Total energy (Eh): -4099.763124
Total charge: +1
Largest force on an atom (eV/Å): 5.1
Lowest unoccupied orbital energy (eV): -2.1547

Geometry (Å):
P  -3.991  -5.093  2.713
P  2.536  1.809  -8.391
P  1.361  6.357  4.535
P  2.535  -1.758  3.883
F  -5.347  -2.252  3.138
O  -4.132  -1.772  1.260
O  2.916  0.774  -9.363
O  -1.870  -4.554  0.868
O  1.488  2.768  -9.163
O  3.255  -1.786  5.159
O  1.870  6.901  5.953
O  -2.923  -6.065  3.523
O  -2.779  -2.644  -0.351
O  2.839  5.885  4.058
O  1.545  1.186  -7.288
O  1.574  -0.477  3.856
O  3.161  3.000  -7.517
O  3.518  -1.705  2.635
O  0.435  5.370  3.953
O  1.269  7.743  3.743
N  -3.292  -2.554  4.712
N  -2.127  -3.075  2.529
N  -6.896  -2.254  0.277
C  -4.236  -1.658  2.624
C  -2.053  -5.707  0.058
C  -0.437  0.444  -3.338
C  4.462  4.221  -9.208
C  0.089  -1.035  -0.977
C  2.018  0.146  -6.431
C  -1.304  -1.225  -1.579
C  4.857  -3.738  3.035
C  -1.670  -0.181  -2.674
C  2.928  0.668  -5.333
C  -6.280  -3.322  0.522
C  0.338  -3.115  2.755
C  4.471  3.509  -7.870
C  1.594  6.125  7.144
C  -2.492  -0.860  -3.781
C  -2.960  -2.126  3.381
C  -2.916  -3.992  1.599
C  1.314  2.698  -10.580
C  1.443  0.232  2.598
C  0.098  1.870  -10.934
C  0.038  8.481  3.756
C  1.441  -3.205  3.836
C  3.107  4.710  1.963
C  3.967  -2.962  2.072
C  -0.188  9.202  5.071
C  0.067  0.928  2.601
C  2.347  4.810  7.153
C  -3.715  -2.974  0.654
C  -2.393  -1.273  -0.487
C  -4.929  -3.554  -0.108
C  3.049  4.606  3.474
C  -0.985  -3.716  3.250
C  -4.964  -6.275  1.692
C  -1.813  -7.053  0.766
H  1.035  -3.271  4.844
H  5.193  2.689  -7.873
H  2.454  1.495  -4.804
H  2.021  -4.111  3.668
H  3.135  -3.549  1.677
H  1.896  6.743  7.987
H  0.868  -1.215  -1.716
H  -2.752  -2.024  5.386
H  -4.343  -0.594  2.835
H  0.110  9.202  2.944
H  0.200  0.000  -0.648
H  0.665  -3.604  1.837
H  -0.001  1.771  -12.016
H  0.165  0.875  -10.495
H  0.150  1.069  -2.667
H  3.955  5.323  1.658
H  0.685  9.796  5.337
H  5.568  -4.313  2.441
H  -1.108  -7.639  0.177
H  -4.958  -3.011  -1.052
H  -2.340  -1.234  3.492
H  -3.273  -6.960  3.607
H  -0.398  0.826  3.581
H  -1.671  -2.463  1.842
H  1.481  -0.440  1.742
H  2.208  5.187  1.572
H  -0.360  8.495  5.885
H  -0.920  -4.791  3.131
H  3.868  1.041  -5.744
H  -1.262  -5.640  -0.688
H  -4.614  -6.428  0.676
H  -2.711  -7.659  0.859
H  -4.930  -7.247  2.189
H  4.576  -2.681  1.217
H  1.131  -0.310  -5.992
H  -1.322  -2.190  -2.092
H  3.209  3.723  1.507
H  0.518  5.956  7.228
H  4.755  4.196  -7.075
H  2.190  1.013  2.484
H  -6.745  -4.060  1.177
H  -1.015  -3.518  4.317
H  1.987  4.142  6.366
H  3.162  -0.125  -4.620
H  -2.241  0.636  -2.222
H  -3.096  -3.526  4.913
H  -7.789  -2.246  0.768
H  -1.932  -0.861  0.418
H  2.209  2.309  -11.065
H  -3.212  -0.641  -0.828
H  -0.806  2.338  -10.542
H  -4.832  -4.606  -0.367
H  -1.058  9.856  5.002
H  4.324  -4.457  3.656
H  5.426  4.696  -9.390
H  -3.521  -1.059  -3.484
H  2.217  4.305  8.110
H  3.680  4.978  -9.233
H  -2.495  -0.214  -4.658
H  4.004  4.235  3.852
H  1.179  3.725  -10.927
H  -0.598  0.440  1.884
H  -1.994  -1.784  -4.080
H  5.389  -3.048  3.684
H  -0.796  7.811  3.531
H  -1.325  -6.866  1.719
H  0.172  1.977  2.338
H  -2.966  -5.725  -0.536
H  0.267  -1.740  -0.159
H  4.269  3.523  -10.026
H  2.526  -0.620  -7.024
H  0.172  -0.339  -3.794
H  -0.764  1.095  -4.149
H  2.280  3.900  3.792
H  -6.006  -5.971  1.693
H  0.205  -2.049  2.538
H  3.409  4.977  6.979

Forces on atoms 1 to 6 (eV/Å):
-1.36 0.57 0.93
-4.90 1.14 -0.76
3.76 0.79 -3.28
1.01 -0.04 2.53
-0.08 -0.32 -0.37
0.25 -0.28 0.35

Löwdin atomic charge list, values in e, 99 entries: 1.0246 0.4486 0.4481 0.4633 0.0440 0.0303 -0.2112 -0.0992 -0.1980 -0.2475 -0.1783 -0.2991 -0.0523 -0.1929 -0.1832 -0.1896 -0.1840 -0.1917 -0.2279 -0.1793 0.0980 0.0288 0.1364 -0.3098 -0.2056 -0.0848 -0.0722 -0.0599 -0.2762 -0.2998 -0.0679 -0.3818 -0.0788 -0.2381 -0.1755 -0.2524 -0.2501 -0.0586 -0.2262 -0.3843 -0.2918 -0.2520 -0.0728 -0.2662 -0.1789 -0.0717 -0.2486 -0.0764 -0.0478 -0.0726 -0.3972 -0.1202 -0.0513 -0.3026 -0.1042 -0.2292 -0.0519 0.1040 0.1167 0.0793 0.0916 0.1028 0.1206 0.0804 0.1017 0.1768 0.1189 0.0826 0.1171 0.0781 0.0765 0.0778 0.0794 0.0852 0.0820 0.0827 0.1376 0.1596 0.0665 0.0776 0.1494 0.0864 0.0777 0.0662 0.1218 0.0676 0.1289 0.0275 0.0636 0.0559 0.1201 0.1000 0.1351 0.0668 0.1164 0.1188 0.1172 0.0996 0.1220


Molecular formula: C34H78N10O11
Method: DFT, wB97M-V/def2-TZVPD

Output
E_HOMO (alpha / beta) (eV): -10.42 / -10.42
Frontier orbital gap (alpha / beta) (eV): 7.52 / 2.61
2S+1: 2
Total energy (Eh): -2717.014129
Total charge: +1
⟨S²⟩: 0.77
Largest force on an atom (eV/Å): 4.9
Lowest unoccupied orbital energy (alpha / beta) (eV): -2.8913 / -7.8019

Geometry (Å):
O  1.249  -1.242  3.756
O  -0.474  2.476  0.271
O  -4.011  -4.255  -0.350
O  -4.448  3.442  2.446
O  -1.433  5.017  -3.044
O  0.294  0.984  -4.420
O  3.233  2.349  3.514
O  -0.782  -4.206  0.485
O  -2.944  8.534  1.671
O  7.393  -2.653  -2.212
O  -0.105  -2.655  -2.108
N  -3.627  1.329  2.968
N  -2.374  6.339  1.698
N  0.020  -5.166  2.545
N  -2.915  3.424  -2.268
N  3.226  -1.399  4.718
N  0.897  0.685  -0.265
N  -4.059  -2.765  -1.955
N  1.469  -4.332  -2.596
N  5.430  -2.137  -3.171
N  1.482  3.874  3.795
C  -1.654  3.891  -2.536
C  -3.992  4.179  -2.713
C  1.474  -0.504  0.310
C  3.037  -2.729  5.310
C  5.252  -3.468  -3.752
C  0.466  -3.545  -2.813
C  2.713  3.452  3.517
C  -2.640  7.521  1.080
C  2.350  -0.761  3.960
C  2.029  -4.224  -1.245
C  -3.416  -1.675  -2.616
C  -4.689  1.122  3.900
C  1.200  0.372  -6.490
C  -3.631  2.512  2.276
C  -2.682  0.298  2.723
C  1.087  1.984  -4.825
C  1.547  -5.623  -3.362
C  1.042  5.306  3.878
C  0.489  1.673  0.528
C  -1.895  5.226  0.893
C  -3.169  2.191  -1.532
C  -5.529  -2.748  -2.097
C  -3.427  -3.476  -1.053
C  0.152  -6.580  1.962
C  4.395  -0.666  5.265
C  1.268  1.879  -6.289
C  0.384  0.469  -1.631
C  0.680  -0.186  -5.156
C  0.416  2.927  3.970
C  -0.408  -4.170  1.709
C  -2.492  6.117  3.131
C  4.202  -1.324  -3.013
C  6.545  -1.816  -2.512
C  0.108  -5.065  3.962
H  -6.087  -3.353  -1.382
H  2.158  -0.272  1.126
H  -2.698  -0.383  3.573
H  0.036  -3.891  -3.765
H  -0.134  1.324  -2.065
H  -4.178  1.103  4.863
H  -2.964  -0.265  1.833
H  -2.230  1.657  -1.390
H  0.525  0.117  -7.307
H  -0.131  -0.887  -5.358
H  2.043  -3.158  5.181
H  6.186  -4.019  -3.855
H  0.614  -6.669  0.978
H  3.346  4.339  3.353
H  2.499  -6.090  -3.110
H  -3.598  2.292  -0.534
H  -1.104  4.733  1.458
H  2.189  2.322  -6.667
H  6.477  -0.748  -2.256
H  3.507  -1.970  -2.477
H  -1.721  5.557  3.659
H  0.905  -7.135  2.521
H  0.365  2.339  -6.690
H  -4.520  4.388  -1.783
H  1.602  -4.952  -0.555
H  2.771  0.186  3.587
H  -5.314  0.230  3.860
H  -2.499  7.065  3.670
H  -0.227  -0.411  -1.828
H  -2.750  4.581  0.694
H  1.689  -3.281  -0.819
H  0.863  -6.388  -2.995
H  0.800  -1.216  0.788
H  2.026  1.981  -4.272
H  -5.455  1.898  3.921
H  -2.353  -3.241  -1.098
H  -1.666  0.621  2.497
H  0.079  -4.046  4.350
H  0.179  3.017  5.030
H  1.471  -5.553  -4.447
H  0.637  1.880  3.765
H  1.484  -0.678  -4.609
H  0.335  5.569  3.091
H  -0.462  -5.776  4.560
H  2.036  -1.148  -0.366
H  4.459  -0.416  -2.468
H  3.760  -1.107  -3.986
H  0.922  1.658  1.540
H  -5.850  -2.991  -3.110
H  -2.783  2.563  1.576
H  4.520  -4.093  -3.240
H  0.662  2.928  -4.485
H  3.347  -2.734  6.355
H  -0.513  3.195  3.468
H  -0.674  -7.289  2.001
H  -3.539  -0.775  -2.013
H  -3.452  5.617  3.263
H  0.484  5.353  4.813
H  1.236  0.346  -2.300
H  3.111  -4.343  -1.312
H  -0.907  3.205  -2.107
H  1.062  -5.424  4.349
H  -1.378  5.491  -0.030
H  5.349  -1.121  4.998
H  -0.404  -3.202  2.235
H  -3.558  -1.495  -3.681
H  4.488  0.410  5.114
H  -3.664  1.503  -2.217
H  -5.888  -1.753  -1.835
H  4.449  -0.687  6.354
H  4.759  -3.308  -4.711
H  -2.338  7.402  0.029
H  -3.775  5.085  -3.280
H  -2.368  -1.887  -2.825
H  1.928  5.939  3.942
H  -4.708  3.582  -3.277
H  3.756  -3.425  4.878
H  2.048  -0.102  -6.984

Forces on atoms 1 to 6 (eV/Å):
-0.97 0.44 -1.00
2.39 -1.12 0.42
0.01 -1.17 1.35
1.40 -0.98 -0.52
-0.12 -2.48 0.91
-2.41 -2.92 0.23

Löwdin atomic charge list, values in e, 99 entries: -0.0239 -0.0810 0.0275 -0.0403 -0.0375 -0.1508 0.0113 -0.0416 0.1974 0.0085 -0.0560 -0.1881 -0.0055 -0.1450 -0.2025 -0.1550 -0.1224 -0.1786 -0.1534 -0.1905 -0.1681 -0.2929 -0.0758 -0.0465 -0.0251 -0.0342 -0.3361 -0.3481 -0.2024 -0.3676 -0.0313 -0.0806 -0.0516 -0.1577 -0.3050 -0.0430 -0.3138 -0.0161 -0.0088 -0.2599 0.0224 -0.0354 -0.0289 -0.3836 -0.0160 -0.0468 -0.1437 -0.0181 -0.1526 -0.0543 -0.2589 0.0398 -0.0312 -0.3478 -0.0930 0.0836 0.0810 0.1019 0.1360 0.0534 0.0980 0.0970 0.0615 0.1034 0.1238 0.0623 0.0951 0.0691 0.1349 0.0821 0.0779 0.0867 0.1229 0.1308 0.0677 0.0882 0.0744 0.1216 0.0898 0.0763 0.1038 0.0996 0.1158 0.0791 0.1140 0.0617 0.0917 0.0895 0.1225 0.0897 0.1101 0.0786 0.0796 0.1005 0.0913 0.0817 0.0960 0.0546 0.0937